Molecular formula: C49H55BrN5O3Ti
Method: DFT, ωB97M-V/def2-TZVPD

Summary:
HOMO level (spin up / spin down): -2.28 / -3.68 eV
<S²>: 2.05
gap between HOMO and LUMO (spin up / spin down): 4.79 / 5.62 eV
total charge: -1
E: -5823.45723 a.u.
multiplicity: 3

```
114
Properties=species:S:1:pos:R:3:forces:R:3
Ti -0.261 0.048 -0.256 0.07 0.23 -0.50
C -4.564 3.963 -3.212 0.06 0.00 0.02
C -4.888 2.917 -2.138 0.00 0.02 0.00
C -3.717 2.582 -1.263 -0.06 0.07 -0.01
C -3.416 3.087 -0.002 -0.09 0.12 -0.04
C -4.185 4.090 0.805 -0.02 0.02 -0.03
C -3.733 5.539 0.581 0.04 -0.03 -0.06
C -2.169 2.531 0.356 0.32 0.09 0.29
C -1.402 2.904 1.499 -0.46 0.04 -0.22
C -0.095 2.595 1.687 0.33 -0.09 0.10
C 0.743 3.199 2.733 -0.45 -0.01 -0.11
C 0.245 4.127 3.796 -0.03 0.01 -0.02
C -0.497 3.394 4.920 0.01 -0.07 -0.02
C 1.989 2.740 2.543 0.26 -0.21 -0.24
C 1.928 1.800 1.415 -0.39 0.17 0.27
C 2.977 1.030 1.029 0.32 -0.35 -0.26
C 2.934 0.031 0.026 -0.15 0.29 0.28
N 1.826 -0.270 -0.715 0.30 -0.09 -0.12
C 2.232 -1.246 -1.597 -0.28 0.09 -0.38
C 1.422 -1.698 -2.672 0.48 -0.04 0.32
C 0.213 -1.193 -3.033 -0.46 0.12 -0.10
N -0.519 -0.272 -2.321 0.00 0.02 -0.54
C -1.571 0.083 -3.134 0.02 -0.39 0.02
C -2.556 0.968 -2.816 -0.19 0.33 0.20
C -2.646 1.726 -1.612 0.07 -0.21 -0.28
N -1.709 1.682 -0.610 0.02 0.03 -0.02
C -1.525 -0.683 -4.385 -0.18 0.33 0.13
C -0.446 -1.482 -4.312 0.29 -0.11 0.17
C 0.031 -2.485 -5.315 0.01 -0.04 0.04
C -0.466 -3.903 -5.009 0.01 -0.01 0.04
C -2.517 -0.556 -5.499 -0.05 -0.04 0.06
C -3.766 -1.420 -5.291 0.00 -0.01 0.03
C 3.585 -1.611 -1.356 0.16 -0.04 -0.09
C 4.029 -0.779 -0.343 0.09 -0.16 0.03
C 5.377 -0.772 0.309 0.03 0.00 0.03
C 5.404 -1.571 1.617 -0.04 -0.02 0.01
C 4.469 -2.655 -1.997 -0.04 0.06 -0.04
C 3.823 -3.838 -2.722 -0.07 -0.02 0.04
N 0.649 1.725 0.913 0.20 0.14 0.15
C 3.220 3.041 3.340 0.00 -0.08 0.01
C 3.454 2.020 4.459 -0.02 -0.03 0.02
H -5.450 4.233 -3.795 0.02 -0.03 0.03
H -3.803 3.587 -3.899 -0.02 0.01 0.04
H -4.165 4.871 -2.754 -0.03 -0.03 -0.01
H -5.259 2.010 -2.624 -0.02 0.00 -0.01
H -5.711 3.284 -1.517 0.01 0.00 0.01
H -4.097 3.851 1.870 0.01 -0.01 0.00
H -5.248 4.005 0.565 -0.02 0.02 0.03
H -2.650 5.624 0.704 -0.04 -0.01 0.02
H -4.214 6.229 1.280 -0.01 -0.04 -0.03
H -3.972 5.865 -0.434 0.03 -0.02 0.03
H -1.862 3.589 2.203 0.00 -0.02 -0.06
H -0.423 4.871 3.351 0.01 0.00 -0.01
H 1.087 4.680 4.217 0.00 0.01 0.01
H -1.318 2.799 4.513 0.03 0.03 0.02
H -0.905 4.093 5.653 0.02 0.00 -0.02
H 0.176 2.705 5.439 -0.03 0.03 -0.03
H 3.925 1.186 1.531 -0.02 -0.04 -0.02
H 1.843 -2.436 -3.333 0.07 -0.02 -0.02
H -3.343 1.117 -3.547 0.01 0.01 0.05
H 1.124 -2.489 -5.341 0.00 0.03 0.00
H -0.295 -2.185 -6.314 -0.02 -0.03 -0.01
H -0.198 -4.190 -3.989 0.00 0.02 -0.06
H -0.034 -4.635 -5.697 -0.02 0.04 0.01
H -1.554 -3.961 -5.088 0.04 0.02 0.01
H -2.040 -0.825 -6.445 0.00 -0.03 0.01
H -2.817 0.490 -5.596 0.01 0.01 -0.02
H -3.498 -2.474 -5.195 0.01 0.04 -0.01
H -4.466 -1.320 -6.125 0.03 0.02 0.02
H -4.284 -1.132 -4.373 0.03 -0.01 -0.02
H 5.687 0.258 0.509 0.00 0.00 0.00
H 6.122 -1.179 -0.379 0.01 0.00 -0.01
H 4.690 -1.154 2.332 0.02 -0.02 -0.02
H 6.396 -1.568 2.079 -0.02 0.02 -0.03
H 5.108 -2.609 1.442 0.02 0.06 0.01
H 5.097 -3.065 -1.199 0.02 0.02 0.00
H 5.173 -2.170 -2.685 -0.01 0.00 -0.02
H 2.998 -4.267 -2.147 0.05 0.03 -0.04
H 4.564 -4.625 -2.881 0.00 0.01 0.02
H 3.437 -3.566 -3.704 0.01 0.02 0.01
H 3.141 4.041 3.772 -0.01 0.01 0.02
H 4.088 3.060 2.678 0.02 0.00 -0.01
H 2.606 2.006 5.148 0.04 0.01 -0.03
H 4.357 2.249 5.031 -0.02 0.00 -0.02
H 3.558 1.013 4.046 -0.01 0.04 0.00
O -2.766 -0.767 -0.039 0.07 0.01 0.03
C -3.239 -0.449 1.250 0.06 0.00 0.00
C -2.111 -0.356 2.247 -0.21 0.01 0.24
C -2.393 -0.332 3.617 -0.23 -0.02 -0.30
C -1.356 -0.342 4.513 0.10 0.00 0.33
C -0.052 -0.437 4.041 0.09 -0.10 -0.09
C 0.143 -0.456 2.679 -0.01 0.07 0.26
N -0.867 -0.345 1.804 -0.09 -0.19 0.42
H -3.143 -0.141 -0.672 0.02 -0.02 0.03
H -3.891 -1.252 1.605 -0.09 -0.04 -0.02
H -3.803 0.488 1.244 0.00 0.05 0.01
H -3.425 -0.321 3.945 0.04 -0.01 0.00
H -1.553 -0.312 5.580 0.02 -0.01 -0.07
H 0.796 -0.516 4.709 -0.04 0.01 -0.01
H 1.135 -0.555 2.256 0.04 0.08 -0.03
Br -0.702 -4.312 3.766 -0.03 0.08 -0.01
C 0.722 -4.307 2.504 0.06 -0.07 0.05
C 1.878 -4.961 2.911 0.07 -0.01 0.00
C 2.984 -5.012 2.075 -0.06 -0.01 0.03
C 2.934 -4.394 0.834 -0.11 0.04 -0.01
C 1.779 -3.729 0.452 0.09 -0.05 0.01
C 0.648 -3.675 1.268 0.12 -0.04 -0.07
C -0.569 -2.931 0.728 0.39 0.08 -0.06
O -1.677 -3.277 1.096 -0.26 0.15 -0.06
O -0.248 -1.998 -0.100 -0.22 -0.22 0.15
H 1.905 -5.425 3.888 0.01 0.00 -0.01
H 3.880 -5.526 2.403 -0.02 0.01 0.00
H 3.792 -4.415 0.171 -0.07 -0.01 0.05
H 1.727 -3.203 -0.493 -0.03 -0.14 0.13
```
Forces are in eV/Å.